Below is the ion C4H7N2 with charge +1 at a distorted geometry, with properties calculated with the ωB97M-V functional and the def2-TZVPD basis.

Geometry as ORCA input:
```
! wB97M-V def2-TZVPD RIJCOSX def2/J DEFGRID3
* xyz 1 1
C -1.70931 0.50735 0.07798
C 0.16447 -1.31847 -0.52900
C 0.53872 -0.09001 -0.24555
C 1.74719 0.52084 0.28112
N -2.57582 -0.25817 0.20471
N -0.56418 0.86315 -0.09811
H 0.80654 -2.06922 -1.00026
H -0.88125 -1.42861 -0.76356
H 1.75326 0.34718 1.45123
H 1.81814 1.64386 0.24379
H 2.64492 0.08616 -0.19612
H -3.47117 -0.65671 0.29476
H -0.27150 1.85264 0.27901
*
```

Summary:
* energy above the lowest of the compared OMol25 structures with the same formula, charge and spin: 89.32 kcal per mole
* SMILES: C=C(C)[NH+]=C=N
* HOMO-LUMO gap: 9.24 eV
* calculated total energy: -265.76614 Eh

=====

Below is a structure of composition C4H7NO3 at a distorted geometry, with properties calculated with the ωB97M-V functional and the def2-TZVPD basis.

Geometry as ORCA input:
```
! wB97M-V def2-TZVPD RIJCOSX def2/J DEFGRID3
* xyz 0 1
C 1.58806 2.17752 -0.68032
N -0.11354 -1.25284 -0.52906
C -0.36244 -2.58035 -0.31191
C -0.70679 -0.25134 0.13443
C -1.34146 0.51327 0.82347
O 1.38906 1.02035 -0.98893
O -1.34100 -2.76877 0.59658
O 0.27473 -3.47005 -0.81494
H -1.52341 -3.71507 0.65826
H 0.64091 -1.00224 -1.15788
H 0.35630 2.71369 1.06328
H 1.02841 3.00594 -1.14218
H 2.39487 2.46603 0.01509
H -0.18796 2.11282 0.98749
H -2.09572 1.03106 1.34662
*
```

Summary:
* energy above the lowest of the compared OMol25 structures with the same formula, charge and spin: 109.78 kcal per mole
* HOMO-LUMO gap: 9.88 eV
* calculated total energy: -436.96844 Eh

=====

Below is a structure of composition C12H26AlNO2P at a distorted geometry, with properties calculated with the ωB97M-V functional and the def2-TZVPD basis.

Geometry as ORCA input:
```
! wB97M-V def2-TZVPD RIJCOSX def2/J DEFGRID3
* xyz -1 1
C 1.27339 -2.54901 1.24865
C 2.45425 -2.28243 0.32171
C 2.49985 -3.10067 -0.93419
C 3.38364 -1.35096 0.62388
C 3.07009 -0.00910 1.23220
C 2.84145 1.06766 0.15403
C 1.39740 1.04474 -0.38562
C 1.27101 0.29839 -1.73187
C 0.77802 2.43164 -0.47337
C -0.74930 2.39032 -0.68064
C -1.48805 1.56737 0.37341
C -2.54942 2.37973 1.18988
O -3.81873 2.12276 0.61698
Al -3.71438 0.31541 0.66257
P -5.08298 -0.88053 -0.85566
N -5.23370 -2.43168 -0.42330
O -2.08047 0.39494 -0.13925
H 1.55966 -2.36881 2.27888
H 0.98361 -3.58897 1.11322
H 0.39439 -1.95179 0.98663
H 1.88593 -3.99877 -0.84732
H 2.09391 -2.53161 -1.77040
H 3.51252 -3.40790 -1.21195
H 4.43966 -1.57569 0.46968
H 3.89283 0.28591 1.89074
H 2.17789 -0.11902 1.85394
H 3.04584 2.01604 0.65394
H 3.56848 0.89544 -0.64135
H 0.82699 0.46404 0.33745
H 0.49133 -0.46055 -1.65476
H 2.19537 -0.24074 -1.93592
H 0.99633 0.95796 -2.55316
H 1.20255 2.95879 -1.33669
H 0.98291 3.05621 0.40005
H -0.98527 2.06365 -1.69320
H -1.09584 3.42563 -0.61466
H -0.80055 1.21968 1.16294
H -2.56985 1.89341 2.18185
H -2.32349 3.43792 1.33983
H -3.68457 -0.16593 2.18396
H -6.34155 -0.22876 -0.96922
H -4.48988 -0.78966 -2.14658
H -6.21182 -2.65720 -0.28251
*
```

Summary:
* energy above the lowest of the compared OMol25 structures with the same formula, charge and spin: 0.00 kcal per mole
* HOMO-LUMO gap: 7.06 eV
* calculated total energy: -1261.88860 Eh

=====

Below is a structure of composition C4H7LiO3 at a distorted geometry, with properties calculated with the ωB97M-V functional and the def2-TZVPD basis.

Geometry as ORCA input:
```
! wB97M-V def2-TZVPD RIJCOSX def2/J DEFGRID3
* xyz -1 2
H 1.65647 -0.19030 -1.30635
Li 0.10851 -2.29054 -0.13726
O -0.24609 -0.55834 -0.70128
O 0.89399 1.26198 -0.01484
C -0.74908 0.06546 0.80796
C -0.06258 -0.75550 1.91699
O 0.00060 -2.10639 1.64978
C 0.75234 0.42196 -1.07921
H -1.20488 0.94711 0.33029
H -1.78512 0.01021 1.21409
H -0.62069 -0.53628 2.85841
H 0.95029 -0.33315 2.12106
C 0.25978 1.19141 -2.26678
H 0.52581 0.88874 -3.28195
H -0.47936 1.98364 -2.11092
*
```

Summary:
* HOMO-LUMO gap (spin up / spin down): 5.50 / 5.36 eV
* calculated total energy: -389.69176 Eh

=====

Below is an isolated molecule of C3H6OS at a distorted geometry, with properties calculated with the ωB97M-V functional and the def2-TZVPD basis.

Geometry as ORCA input:
```
! wB97M-V def2-TZVPD RIJCOSX def2/J DEFGRID3
* xyz 0 1
C 1.60444 -0.08191 -0.30684
C 0.23228 -0.50509 0.34782
C -0.95086 0.51549 0.00709
H 1.52903 -0.11494 -1.37716
H 2.34633 -0.73016 0.07250
H 1.77787 0.99518 0.05603
H 0.35115 -0.53679 1.42491
H -0.16477 -1.49852 0.02191
H -3.31034 0.56811 -0.17842
O -0.98053 1.78143 0.05063
S -2.43462 -0.39280 -0.11847
*
```

Summary:
* energy above the lowest of the compared OMol25 structures with the same formula, charge and spin: 11.83 kcal per mole
* SMILES: CCC(=O)S
* HOMO-LUMO gap: 10.49 eV
* calculated total energy: -591.31416 Eh

=====

Below is a cluster of 2 separate species, CH7N3 in total at a distorted geometry, with properties calculated with the ωB97M-V functional and the def2-TZVPD basis.

Geometry as ORCA input:
```
! wB97M-V def2-TZVPD RIJCOSX def2/J DEFGRID3
* xyz 0 1
N 0.66334 -1.89253 1.15909
H 1.16895 -1.71961 1.96540
H 0.62162 -1.26687 0.30673
H -0.20658 -2.39696 1.41253
N 0.03271 1.23312 0.52153
C -0.09316 0.93236 -0.81075
N -0.86870 -0.01405 -1.25491
H 0.75045 1.93832 0.71962
H -0.31027 0.65718 1.28853
H 0.41139 1.69709 -1.50402
H -0.66810 0.21085 -2.30427
*
```

Summary:
* energy above the lowest of the compared OMol25 structures with the same formula, charge and spin: 19.16 kcal per mole
* SMILES: [H]/N=C/N.N
* HOMO-LUMO gap: 10.04 eV
* calculated total energy: -206.53396 Eh

=====

> The lowest calculated total energy belongs to which entry?

C12H26AlNO2P

=====

> Look up the calculated total energy of the third one.

-1261.88860 Eh

=====

> What is the calculated total energy in the sixth record?

-206.53396 Eh